[1]
C3H8N2O2 | ωB97M-V with the def2-TZVPD basis set

XYZ file:
```
15
Properties=species:S:1:pos:R:3:nbo_charge:R:1
C -1.66 -1.37 -1.51 -0.102
C -0.94 -2.30 -0.84 -0.126
N -0.84 -1.82 0.46 -0.538
C -1.44 -0.60 0.46 0.175
N -1.84 -0.24 -0.73 -0.459
H -2.01 -1.47 -2.53 0.204
H -0.58 -3.28 -1.10 0.211
H -0.10 -2.19 1.03 0.416
H -1.47 0.02 1.34 0.215
O 0.44 1.42 1.97 -0.960
H 0.25 2.21 2.50 0.475
H 0.97 1.68 1.21 0.488
O 2.70 2.72 -0.70 -0.942
H 3.15 2.55 -1.53 0.474
H 3.39 2.65 -0.03 0.468
```

SMILES string ... c1c[nH]cn1.O.O
LUMO level ... 0.022 Ha
Frontier orbital gap ... 9.19 eV
Energy relative to the best compared isomer or geometry (same formula, charge and spin) ... 135.10 kJ/mol
Total energy ... -379.089548 Ha


[2]
C15H22FN2O2S | ωB97M-V with the def2-TZVPD basis set

XYZ file:
```
43
Properties=species:S:1:pos:R:3:nbo_charge:R:1
O 0.08 0.35 -1.72 -0.931
S -0.27 0.10 -0.35 2.309
O 0.37 0.99 0.61 -0.963
C -2.03 0.17 -0.12 -0.354
C -2.65 1.39 -0.30 -0.144
C -4.02 1.49 -0.12 -0.267
C -4.73 0.35 0.22 0.445
F -6.05 0.44 0.39 -0.296
C -4.11 -0.88 0.40 -0.271
C -2.74 -0.97 0.22 -0.165
N 0.19 -1.46 0.04 -0.691
C 0.79 -2.23 -1.03 -0.231
C 2.24 -1.78 -1.29 -0.447
C 2.93 -1.27 -0.01 -0.033
N 2.89 0.21 0.16 -0.422
C 3.77 0.70 1.25 -0.221
C 3.87 2.21 1.03 -0.428
C 3.46 2.43 -0.43 -0.413
C 3.31 1.02 -1.01 -0.232
C 2.32 -1.98 1.20 -0.436
C 0.81 -1.68 1.33 -0.240
H -2.06 2.25 -0.57 0.240
H -4.54 2.43 -0.25 0.251
H -4.70 -1.74 0.66 0.249
H -2.23 -1.91 0.35 0.241
H 0.19 -2.08 -1.92 0.249
H 0.75 -3.28 -0.75 0.216
H 2.23 -1.01 -2.06 0.239
H 2.81 -2.62 -1.68 0.242
H 4.00 -1.52 -0.07 0.232
H 1.92 0.54 0.39 0.480
H 3.35 0.46 2.23 0.231
H 4.75 0.22 1.15 0.219
H 4.88 2.56 1.23 0.239
H 3.20 2.75 1.70 0.232
H 4.20 3.00 -0.99 0.242
H 2.51 2.95 -0.49 0.230
H 2.55 1.00 -1.79 0.252
H 4.25 0.63 -1.39 0.217
H 2.83 -1.72 2.12 0.235
H 2.47 -3.05 1.04 0.236
H 0.63 -0.79 1.93 0.237
H 0.32 -2.53 1.82 0.220
```

SMILES string ... O=S(=O)(c1ccc(F)cc1)N1CCC([NH+]2CCCC2)CC1
LUMO level ... -0.079 Ha
Frontier orbital gap ... 10.41 eV
Charge ... +1
Total energy ... -1342.595326 Ha


[3]
C22H29N3OPPd | ωB97M-V with the def2-TZVPD basis set

XYZ file:
```
57
Properties=species:S:1:pos:R:3:nbo_charge:R:1
Pd 0.88 -0.12 -0.14 0.575
C -1.47 0.20 4.08 -0.713
C -0.67 -0.42 2.97 0.697
O 0.17 0.21 2.34 -0.667
N -0.96 -1.72 2.71 -0.608
C -0.25 -2.55 1.75 -0.264
C -0.96 -2.65 0.42 0.212
C -1.87 -3.68 0.19 -0.240
C -2.55 -3.73 -1.01 -0.138
C -2.31 -2.75 -1.96 -0.247
C -1.39 -1.77 -1.66 0.060
N -0.72 -1.71 -0.50 -0.498
H -1.21 1.25 4.17 0.250
H -1.26 -0.31 5.03 0.240
H -2.54 0.11 3.88 0.233
H -1.71 -2.14 3.24 0.403
H -0.14 -3.54 2.17 0.221
H 0.74 -2.14 1.61 0.239
H -2.03 -4.43 0.95 0.228
H -3.26 -4.53 -1.21 0.235
H -2.82 -2.74 -2.91 0.239
H -1.17 -0.98 -2.36 0.207
C 0.36 2.10 -2.67 -0.940
P -0.01 1.89 -0.90 0.909
C 1.07 3.14 -0.13 -0.945
C -1.68 2.55 -0.70 -0.392
C -2.63 1.76 -0.05 -0.195
C -3.93 2.22 0.12 -0.199
C -4.28 3.47 -0.35 -0.186
C -3.34 4.27 -1.00 -0.218
C -2.05 3.81 -1.18 -0.135
H 0.29 3.14 -2.99 0.236
H -0.34 1.51 -3.26 0.242
H 1.37 1.74 -2.87 0.243
H 0.81 4.15 -0.45 0.238
H 2.10 2.94 -0.42 0.240
H 0.99 3.07 0.95 0.255
H -2.34 0.79 0.32 0.218
H -4.66 1.60 0.63 0.219
H -5.29 3.84 -0.22 0.225
H -3.62 5.25 -1.37 0.226
H -1.32 4.44 -1.68 0.205
C 2.61 -2.27 -2.37 -0.675
C 3.41 -1.67 -1.28 0.331
C 4.86 -1.59 -1.20 -0.260
C 5.15 -0.97 -0.04 -0.256
C 3.87 -0.67 0.59 0.327
C 3.65 0.02 1.87 -0.683
N 2.85 -1.11 -0.19 -0.642
H 3.01 -3.24 -2.65 0.246
H 2.65 -1.63 -3.26 0.247
H 1.57 -2.37 -2.07 0.235
H 5.55 -1.98 -1.94 0.238
H 6.12 -0.74 0.38 0.238
H 4.51 -0.06 2.53 0.241
H 2.76 -0.36 2.37 0.252
H 3.46 1.09 1.69 0.249
```

LUMO level (alpha / beta) ... -0.079 / -0.152 Ha
Frontier orbital gap (alpha / beta) ... 8.58 / 6.89 eV
Charge ... +1
2S+1 ... 3
Total energy ... -1564.286327 Ha


[4]
C7H15S | ωB97M-V with the def2-TZVPD basis set

XYZ file:
```
23
Properties=species:S:1:pos:R:3:nbo_charge:R:1
C 1.48 1.67 0.30 -0.643
C 0.40 2.20 1.20 0.044
C 0.38 1.99 2.52 -0.431
C -0.77 2.80 0.49 -0.644
H 1.02 0.80 -0.18 0.213
H 2.33 1.35 0.89 0.217
H 1.74 2.38 -0.48 0.216
H -0.41 2.43 3.12 0.195
H 1.22 1.53 3.03 0.192
H -1.48 3.26 1.17 0.215
H -1.25 1.95 -0.01 0.221
H -0.48 3.51 -0.29 0.210
C 1.16 -2.52 0.06 -0.612
C -0.08 -2.99 -0.72 -0.408
C -0.57 -1.95 -1.73 -0.565
S -1.08 -0.39 -0.94 0.081
H 2.04 -2.48 -0.59 0.202
H 1.35 -3.26 0.84 0.214
H 0.98 -1.55 0.52 0.213
H 0.22 -3.87 -1.30 0.201
H -0.88 -3.29 -0.05 0.206
H -1.45 -2.28 -2.28 0.240
H 0.22 -1.75 -2.46 0.222
```

LUMO level (alpha / beta) ... 0.034 / -0.069 Ha
Frontier orbital gap (alpha / beta) ... 9.91 / 6.99 eV
2S+1 ... 2
Total energy ... -673.822770 Ha


[5]
C3H7N3 | ωB97M-V with the def2-TZVPD basis set

XYZ file:
```
13
Properties=species:S:1:pos:R:3:nbo_charge:R:1
C 1.51 -0.43 -0.26 0.179
C -1.27 -0.95 0.68 -0.415
C 0.35 -0.12 -1.02 -0.040
N 2.49 -0.66 0.32 -0.330
N 0.74 2.06 0.16 -0.778
N -0.90 -0.43 -0.65 -0.543
H -1.55 -0.04 1.29 0.207
H -2.05 -1.62 0.60 0.210
H -0.34 -1.53 1.12 0.230
H 0.64 0.33 -2.02 0.265
H 0.39 1.64 0.93 0.291
H 1.71 1.96 0.16 0.310
H -1.72 -0.19 -1.29 0.416
```

LUMO level (alpha / beta) ... 0.004 / 0.000 Ha
Frontier orbital gap (alpha / beta) ... 9.65 / 7.36 eV
Energy relative to the best compared isomer or geometry (same formula, charge and spin) ... 392.31 kJ/mol
Total energy ... -282.624829 Ha


[6]
C28H39N3O4 | ωB97M-V with the def2-TZVPD basis set

XYZ file:
```
74
Properties=species:S:1:pos:R:3:nbo_charge:R:1
C -4.23 1.49 -3.70 -0.639
C -2.86 2.02 -3.30 -0.056
O -2.09 1.07 -2.60 -0.523
C -2.42 0.75 -1.30 0.245
C -3.33 1.43 -0.51 -0.295
C -3.60 1.05 0.80 0.108
N -4.52 1.84 1.51 -0.458
C -5.89 1.88 1.03 -0.237
C -6.53 3.19 1.50 -0.072
O -6.48 3.31 2.90 -0.524
C -5.15 3.23 3.37 -0.073
C -4.48 1.92 2.95 -0.236
C -2.93 -0.06 1.34 0.328
O -3.24 -0.45 2.61 -0.528
C -2.51 -1.51 3.20 -0.062
C -3.02 -1.67 4.63 -0.617
C -1.99 -0.73 0.55 -0.340
C -1.74 -0.35 -0.75 0.175
N -0.82 -1.00 -1.58 -0.622
C -0.04 -2.08 -1.32 0.657
O -0.02 -2.68 -0.26 -0.622
C 0.88 -2.45 -2.48 -0.291
N 2.20 -1.86 -2.37 -0.431
C 2.96 -2.35 -1.23 -0.222
C 4.42 -1.91 -1.36 -0.402
C 4.51 -0.39 -1.42 -0.209
C 5.96 0.09 -1.60 -0.417
C 6.82 -0.30 -0.43 -0.022
C 7.68 -1.38 -0.50 -0.213
C 8.45 -1.75 0.60 -0.206
C 8.35 -1.03 1.78 -0.223
C 7.50 0.05 1.86 -0.223
C 6.73 0.41 0.76 -0.164
C 3.63 0.10 -2.57 -0.390
C 2.20 -0.41 -2.39 -0.224
H -4.77 2.25 -4.26 0.216
H -4.12 0.60 -4.32 0.215
H -4.81 1.22 -2.82 0.214
H -2.96 2.95 -2.71 0.171
H -2.27 2.25 -4.19 0.193
H -3.84 2.30 -0.89 0.220
H -6.47 1.04 1.44 0.177
H -5.91 1.83 -0.06 0.206
H -6.00 4.04 1.04 0.161
H -7.59 3.23 1.22 0.191
H -4.57 4.08 2.96 0.161
H -5.21 3.31 4.45 0.191
H -5.02 1.08 3.42 0.185
H -3.45 1.91 3.29 0.216
H -1.44 -1.28 3.20 0.175
H -2.67 -2.44 2.64 0.176
H -2.48 -2.47 5.12 0.214
H -2.86 -0.74 5.18 0.210
H -4.08 -1.89 4.63 0.213
H -1.46 -1.58 0.93 0.264
H -0.76 -0.58 -2.50 0.419
H 0.45 -2.14 -3.43 0.194
H 1.01 -3.54 -2.48 0.222
H 2.90 -3.44 -1.22 0.206
H 2.55 -1.98 -0.27 0.176
H 4.99 -2.29 -0.52 0.219
H 4.83 -2.33 -2.28 0.199
H 4.13 0.02 -0.48 0.197
H 6.37 -0.35 -2.52 0.207
H 5.96 1.17 -1.71 0.212
H 7.76 -1.94 -1.42 0.208
H 9.12 -2.59 0.53 0.211
H 8.95 -1.32 2.63 0.212
H 7.42 0.61 2.78 0.211
H 6.07 1.26 0.83 0.198
H 4.02 -0.28 -3.51 0.202
H 3.62 1.19 -2.61 0.205
H 1.59 -0.08 -3.24 0.194
H 1.77 0.02 -1.47 0.167
```

SMILES string ... CCOc1cc(N2CCOCC2)c(OCC)cc1NC(=O)CN1CCC(Cc2ccccc2)CC1
LUMO level ... 0.024 Ha
Frontier orbital gap ... 7.92 eV
Energy relative to the best compared isomer or geometry (same formula, charge and spin) ... 161.35 kJ/mol
Total energy ... -1555.569227 Ha


Number 6 is which compound? C28H39N3O4